[1]
This record from the OMol25 dataset describes 2 unconnected molecules or ions with the total composition Cl4N4. The level of theory is ωB97M-V/def2-TZVPD.

Atoms and positions in Å:
N (-1.55, 0.35, 0.35)
Cl (-1.93, 1.96, 0.88)
Cl (3.19, -0.87, -1.04)
Cl (-0.68, -1.90, 0.83)
N (-0.55, -0.22, 0.91)
N (1.78, -0.41, -0.25)
N (1.16, 0.61, -0.20)
Cl (-1.42, 0.47, -1.48)

Results
* gap between HOMO and LUMO (alpha / beta): 7.789 / 7.880 eV
* 2S+1: 3
* LUMO (alpha / beta): -0.881 / -2.445 eV
* HOMO level (alpha / beta): -0.3186 / -0.3795 Ha
* relative energy (zero: lowest compared OMol25 entry of this formula, charge and spin): 112.3 kJ/mol
* E_tot: -2059.4981 Ha

***

[2]
This record from the OMol25 dataset describes a molecular structure, Cl4V. The level of theory is ωB97M-V/def2-TZVPD.

Atoms and positions in Å:
Cl (-0.75, -1.49, -0.33)
V (0.11, 0.14, 0.10)
Cl (1.61, -0.90, 0.48)
Cl (-0.11, 1.05, -1.42)
Cl (-0.87, 1.20, 1.17)

Results
* gap between HOMO and LUMO (alpha / beta): 5.970 / 8.497 eV
* 2S+1: 3
* charge: -1
* LUMO (alpha / beta): 3.683 / 3.602 eV
* HOMO level (alpha / beta): -0.0841 / -0.1799 Ha
* relative energy (zero: lowest compared OMol25 entry of this formula, charge and spin): 733.6 kJ/mol
* E_tot: -2784.7087 Ha

***

[3]
This record from the OMol25 dataset describes a molecular structure, Cl4Zn. The level of theory is ωB97M-V/def2-TZVPD.

Atoms and positions in Å:
Cl (-2.38, 0.47, -0.21)
Cl (0.92, 2.16, -0.42)
Zn (0.00, -0.11, 0.05)
Cl (0.12, -1.12, 2.15)
Cl (1.34, -1.40, -1.56)

Results
* gap between HOMO and LUMO: 8.423 eV
* charge: -2
* LUMO: 6.371 eV
* HOMO level: -0.0754 Ha
* relative energy (zero: lowest compared OMol25 entry of this formula, charge and spin): 14.0 kJ/mol
* E_tot: -3620.3363 Ha

***

[4]
This record from the OMol25 dataset describes a molecular structure, Cl5Fe. The level of theory is ωB97M-V/def2-TZVPD.

Atoms and positions in Å:
Cl (0.75, -1.63, 1.64)
Fe (0.13, 0.20, 0.16)
Cl (-1.96, -0.88, -0.56)
Cl (1.64, -1.21, -1.81)
Cl (0.33, 2.11, -1.27)
Cl (-0.89, 1.40, 1.84)

Results
* gap between HOMO and LUMO (alpha / beta): 7.908 / 6.939 eV
* 2S+1: 6
* charge: -2
* LUMO (alpha / beta): 5.976 / 5.083 eV
* HOMO level (alpha / beta): -0.0710 / -0.0682 Ha
* relative energy (zero: lowest compared OMol25 entry of this formula, charge and spin): 0.0 kJ/mol
* E_tot: -3564.8757 Ha

***

[5]
This record from the OMol25 dataset describes a molecular structure, ClCoO4Se3Te. The level of theory is ωB97M-V/def2-TZVPD.

Atoms and positions in Å:
Co (-3.67, -2.88, 5.98)
O (-2.34, -2.08, 4.52)
Te (-4.43, -2.53, 9.45)
O (-0.47, -3.15, 5.44)
O (-2.58, -4.30, 5.16)
Cl (-1.55, -3.36, 4.55)
Se (-5.96, -2.60, 5.82)
Se (-2.54, -1.96, 8.05)
O (-1.21, -3.81, 3.26)
Se (-6.34, -3.14, 8.06)

Results
* gap between HOMO and LUMO (alpha / beta): 7.171 / 6.018 eV
* 2S+1: 5
* LUMO (alpha / beta): -1.313 / -2.920 eV
* HOMO level (alpha / beta): -0.3118 / -0.3285 Ha
* E_tot: -9615.9940 Ha

***

[6]
This record from the OMol25 dataset describes a molecular structure, ClCuH3NO3P2S. The level of theory is ωB97M-V/def2-TZVPD.

Atoms and positions in Å:
P (0.67, 0.16, -0.70)
O (2.07, -0.66, -0.72)
H (-2.66, 0.47, 1.00)
O (0.51, 0.58, -2.24)
H (-0.01, 1.39, -2.22)
Cu (1.39, -0.15, 1.88)
O (-1.86, 0.60, 1.54)
P (-0.89, -0.66, 1.26)
N (-0.52, -0.82, -0.31)
S (0.94, 1.73, 0.43)
H (2.54, -0.38, -1.52)
Cl (-2.17, -2.26, 1.59)

Results
* gap between HOMO and LUMO: 7.812 eV
* LUMO: -0.792 eV
* HOMO level: -0.3162 Ha
* E_tot: -3463.9933 Ha

***

[7]
This record from the OMol25 dataset describes 2 unconnected molecules or ions with the total composition ClF3Si. The level of theory is ωB97M-V/def2-TZVPD.

Atoms and positions in Å:
Cl (0.74, -3.15, -0.03)
F (0.59, 0.78, -1.26)
F (-1.55, 0.26, -0.07)
F (0.21, 1.65, 1.21)
Si (0.01, 0.46, 0.15)

Results
* gap between HOMO and LUMO (alpha / beta): 9.217 / 6.187 eV
* LUMO (alpha / beta): -2.663 / -4.010 eV
* HOMO level (alpha / beta): -0.4366 / -0.3747 Ha
* relative energy (zero: lowest compared OMol25 entry of this formula, charge and spin): 435.4 kJ/mol
* E_tot: -1049.3660 Ha

***

[8]
This record from the OMol25 dataset describes a molecular structure, ClF4HN3OP2S. The level of theory is ωB97M-V/def2-TZVPD.

Atoms and positions in Å:
P (1.49, 0.37, 0.11)
F (2.22, 1.43, 0.97)
H (0.91, -0.64, 2.03)
N (0.74, 0.98, -1.25)
N (0.59, -0.62, 1.07)
N (-1.60, 0.17, -0.03)
Cl (-1.77, -1.47, 2.23)
F (-1.25, 0.24, -2.60)
O (-0.78, -2.24, -0.22)
P (-0.85, 0.88, -1.24)
S (-0.96, -1.09, 0.56)
F (2.82, -0.28, -0.27)
F (-1.56, 2.26, -1.37)

Results
* gap between HOMO and LUMO: 11.839 eV
* charge: +1
* LUMO: -4.705 eV
* HOMO level: -0.6080 Ha
* relative energy (zero: lowest compared OMol25 entry of this formula, charge and spin): 0.0 kJ/mol
* E_tot: -2180.5438 Ha